Entry a
Computed, not measured: a cluster of 2 separate species, C4H9N in total, with wB97M-V/def2-TZVPD.

XYZ file:
```
14
C4H9N wB97M-V/def2-TZVPD
C 3.8340 -1.3940 1.3571
C 4.8440 -0.6148 0.9733
H 2.8585 -1.2029 0.8764
H 3.7822 -2.3166 1.9181
H 4.7000 0.4238 0.6972
H 5.8769 -0.9567 0.9783
C -3.1418 0.5270 0.1691
C -3.2570 0.9760 -2.1361
N -3.2541 0.0732 -1.2368
H -2.5246 -0.2289 0.6127
H -2.7596 1.5475 0.4103
H -4.1908 0.5367 0.4876
H -2.9858 0.6926 -3.1366
H -3.7819 1.9373 -1.9707
```

Values from the calculation:
SMILES string: C=NC.C=C
Orbital gap, eV: 10.35

=====

Entry b
Computed, not measured: an isolated molecule of C4H9N, with wB97M-V/def2-TZVPD.

XYZ file:
```
14
C4H9N wB97M-V/def2-TZVPD
N -0.2752 -1.6091 1.7613
C -0.7744 -0.3081 1.1711
C 0.8739 1.2850 -1.8160
C 0.8336 0.3464 -0.6353
C -0.3119 -0.2451 -0.2750
H -0.5296 -1.5975 2.7553
H -0.9911 -2.2949 1.5062
H -0.3778 0.5014 1.7722
H -1.8636 -0.3275 1.1508
H 1.2272 2.2703 -1.5156
H 1.6125 0.9839 -2.5735
H -0.0935 1.3103 -2.2915
H 1.7106 0.2610 0.0011
H -1.0406 -0.5759 -1.0110
```

Values from the calculation:
SMILES string: C/C=C/CN
Orbital gap, eV: 9.52

=====

Stability ranking, top entry: entry b; the second entry is 30.3 kcal/mol less favorable.

=====

Entry a
Computed, not measured: a structure of composition C4H9N, with wB97M-V/def2-TZVPD.

XYZ file:
```
14
C4H9N wB97M-V/def2-TZVPD
C 1.1901 1.6072 0.3762
C 1.1160 0.1188 0.0597
C -0.1766 -0.3953 -0.1325
C -0.6658 -1.3882 -1.1147
N -1.3744 -0.1100 0.7029
H 2.0721 2.0286 1.1245
H 1.0439 2.3072 -0.4894
H 0.3668 1.7552 1.1182
H 1.7479 -0.5427 0.5697
H -0.8935 -2.3252 -0.4854
H 0.0066 -1.8400 -1.8296
H -1.5790 -1.0063 -1.4904
H -0.9691 0.5716 -0.1994
H -0.9574 0.1667 1.6289
```

Values from the calculation:
Orbital gap, eV: 7.38

=====

Entry b
Computed, not measured: an isolated molecule of C4H9N, with wB97M-V/def2-TZVPD.

XYZ file:
```
14
C4H9N wB97M-V/def2-TZVPD
C 1.9713 0.3203 -0.0653
C -0.4072 -0.2867 0.4464
C -1.7385 -0.3801 -0.2529
C -0.9897 0.9518 -0.1045
H 2.2968 0.7034 0.9605
H 2.7708 -0.1832 -0.4494
H 1.6073 1.2618 -0.6388
H 0.7826 -1.2151 -0.8903
H -0.6316 -0.4462 1.5728
H -2.5549 -0.4495 0.4484
H -1.7203 -0.9558 -1.1428
H -0.4874 1.5547 -0.8661
H -1.4240 1.6159 0.7149
N 0.9065 -0.7882 0.0213
```

Values from the calculation:
SMILES string: CNC1CC1
Orbital gap, eV: 10.12

=====

Entry c
Computed, not measured: an isolated molecule of C4H9N, with wB97M-V/def2-TZVPD.

XYZ file:
```
14
C4H9N wB97M-V/def2-TZVPD
C -0.9809 -0.5956 0.1599
C 0.4101 -0.2405 -0.4444
C 1.1682 0.9413 0.0882
C 1.7236 -0.4683 0.1830
H -2.9259 -0.0366 0.1122
H -1.9125 1.1856 0.5152
H -0.8194 -0.7146 1.2762
H -1.2270 -1.5582 -0.2591
H 0.5107 -0.3844 -1.5527
H 1.6223 1.6322 -0.6927
H 0.6947 1.3296 1.0351
H 2.5034 -0.7458 -0.5382
H 1.8303 -0.9149 1.1618
N -2.0289 0.3407 -0.1397
```

Values from the calculation:
SMILES string: NCC1CC1
Orbital gap, eV: 10.52

=====

Entry d
Computed, not measured: an isolated molecule of C4H9N, with wB97M-V/def2-TZVPD.

XYZ file:
```
14
C4H9N wB97M-V/def2-TZVPD
C -1.0995 1.0664 -0.2395
C 1.8262 0.2234 -0.4606
C -0.6195 -0.2769 0.0829
N -1.5438 -1.1902 0.5522
C 0.7361 -0.5257 0.2397
H -2.5161 -0.9153 0.5201
H -1.1848 -2.0878 0.8480
H 1.0176 -1.4719 0.6906
H -0.5493 1.6141 -0.9967
H -2.1701 1.2292 -0.1563
H -0.2971 1.0321 0.8253
H 1.5280 0.7027 -1.3998
H 2.6697 -0.4343 -0.6808
H 2.2025 1.0343 0.1749
```

Values from the calculation:
SMILES string: C/C=C(\C)N
Orbital gap, eV: 8.01

=====

Stability ranking, top entry: entry c; the second entry is 18.4 kcal/mol less favorable.

=====

Entry a
Computed, not measured: the ion C4H10NS2 with charge +1, with wB97M-V/def2-TZVPD.

XYZ file:
```
17
C4H10NS2 wB97M-V/def2-TZVPD
C 2.7660 -0.0853 -0.8744
C 0.3143 1.1944 -0.4224
C -0.0711 -0.8806 0.6441
C -1.9853 0.7088 0.4366
N -0.7232 0.1372 -0.1320
S 1.4929 0.6400 -1.6926
S -0.8694 -2.3915 0.2190
H 2.5499 -0.7435 -0.0105
H 3.5877 -0.3758 -1.4271
H 0.0242 2.2019 -0.7070
H 0.6368 1.3994 0.5592
H 0.0559 -0.7171 1.6496
H -1.6676 0.9226 1.3751
H -2.2739 1.7110 -0.0987
H -2.5895 -0.1255 0.4536
H -1.0750 -0.3023 -0.9235
H -0.1725 -3.2936 0.9508
```

Values from the calculation:
Total charge: +1
Orbital gap (alpha / beta), eV: 6.08 / 9.36

=====

Entry b
Computed, not measured: a cluster of 2 separate species, C4H10NS2 in total, with wB97M-V/def2-TZVPD.

XYZ file:
```
17
C4H10NS2 wB97M-V/def2-TZVPD
C -0.9643 -2.4248 1.2162
C -1.8585 0.2562 0.1061
C -0.3042 -1.9023 0.0125
C -0.7986 -0.6190 -0.5834
N 0.3817 -0.6975 0.2994
S -0.4479 -1.8126 2.6352
S 2.8100 2.3880 -0.5123
H -1.6229 -3.1672 1.2459
H -2.0418 -0.0918 1.2539
H -1.3715 1.2876 0.2287
H -2.7615 0.0940 -0.3638
H 0.0726 -2.4847 -0.7602
H -0.7590 -0.2222 -1.6304
H 3.3482 2.9432 -1.6240
H 1.3322 -0.5212 -0.0349
H 0.3336 -0.5359 1.3710
H 3.7868 2.4530 0.4169
```

Values from the calculation:
Total charge: +1
Orbital gap, eV: 7.65

=====

Entry c
Computed, not measured: a structure of composition C4H10NS2, with wB97M-V/def2-TZVPD.

XYZ file:
```
17
C4H10NS2 wB97M-V/def2-TZVPD
C 1.4276 -0.7690 -1.3860
C 0.8018 -0.2246 -0.1749
C -0.7698 -0.2131 1.6517
C -1.4818 0.4817 -0.5876
N -0.5929 -0.4000 0.1963
S 2.0255 -1.3843 0.2291
S 1.3087 2.0625 0.1483
H 0.9099 -1.4859 -2.0118
H 2.1265 -0.1408 -1.9211
H -0.1247 -0.9042 2.1943
H -0.4891 0.8086 1.9085
H -1.8047 -0.3913 1.9315
H -1.3126 1.5159 -0.2969
H -1.2658 0.3820 -1.6500
H -2.5237 0.2193 -0.4058
H -0.8494 -1.3737 -0.0271
H 2.6145 1.8168 0.2017
```

Values from the calculation:
Total charge: +1
Orbital gap, eV: 8.67

=====

Stability ranking, top entry: entry c; the second entry is 17.1 kcal/mol less favorable.

=====

Entry a
Computed, not measured: the ion C6H12NO with charge +1, with wB97M-V/def2-TZVPD.

XYZ file:
```
20
C6H12NO wB97M-V/def2-TZVPD
C -0.4635 0.1926 0.6367
C -0.2005 0.0117 -1.3908
C 0.4764 -0.7505 -0.0409
C -0.9264 0.2186 1.9526
C -1.9903 1.6963 -0.6046
C 2.7957 -1.4830 -0.3933
N -1.0258 0.7090 -0.4093
O 1.8571 -0.5593 0.1799
H 0.6422 0.5982 -1.7828
H -0.8099 -0.4740 -2.0687
H 0.1095 -1.7784 0.1929
H -1.9185 -0.0183 2.0585
H -0.8207 1.1868 2.3609
H -0.2910 -0.4892 2.6843
H -2.2940 2.1383 0.4096
H -2.8801 1.2592 -1.1285
H -1.5936 2.5656 -1.2258
H 2.5435 -2.5481 -0.2773
H 3.6038 -1.2000 0.2937
H 3.1863 -1.2754 -1.4470
```

Values from the calculation:
SMILES string: CO[C@@H]1C[N+](C)=C1C
Total charge: +1
Orbital gap, eV: 9.83

=====

Entry b
Computed, not measured: a cluster of 2 separate species, C6H12NO in total, with wB97M-V/def2-TZVPD.

XYZ file:
```
20
C6H12NO wB97M-V/def2-TZVPD
C -1.8903 0.7368 -2.0841
C -0.1021 0.4294 0.5787
C 0.8177 -0.3874 1.3840
C 0.7901 -0.6679 -0.0802
C -2.6325 1.8039 -1.9111
C 2.0548 0.1929 2.0254
N 0.0147 -1.7921 -0.6108
O -1.4097 -0.3298 -2.2964
H -1.2599 0.4798 0.6005
H 0.3515 1.4556 0.3921
H 0.3932 -1.1015 2.1348
H -3.5627 1.8400 -1.5960
H 1.7256 -0.3407 -0.5432
H -2.0905 2.7351 -2.0967
H 2.7204 -0.5352 2.5852
H 1.6854 0.9335 2.7104
H 2.6773 0.5706 1.1357
H 0.7486 -2.2481 -1.1442
H -0.6128 -1.3928 -1.2990
H -0.4188 -2.3821 0.1149
```

Values from the calculation:
Total charge: +1
Orbital gap, eV: 10.28

=====

Stability ranking, top entry: entry a; the second entry is 4.7 kcal/mol less favorable.

=====

Entry a
Computed, not measured: the ion C6H12NO with charge +1, with wB97M-V/def2-TZVPD.

XYZ file:
```
20
C6H12NO wB97M-V/def2-TZVPD
C -1.7601 -1.0931 -1.4850
C -0.7935 -0.9881 -0.6008
C 0.4005 1.4085 -0.9766
C 1.1521 0.6412 0.0924
C -0.3073 0.3964 -0.0141
C -0.1511 -2.2468 0.1754
N 1.4506 1.4401 1.3537
O -1.0061 1.0647 1.1231
H -1.8557 -2.1671 -1.8834
H -2.0524 -0.3335 -2.1518
H 0.1099 2.3899 -0.6280
H 0.6149 1.2566 -2.0756
H 1.8848 -0.0977 -0.0331
H -0.0619 -1.9896 1.2310
H -0.9021 -3.0195 0.1458
H 0.7856 -2.3349 -0.3648
H 1.7064 2.3762 1.1483
H 2.0865 0.6974 1.9353
H 0.6599 1.5645 1.9515
H -1.9611 1.0349 1.0565
```

Values from the calculation:
SMILES string: C=C(C)[C@]1(O)C[C@H]1[NH3+]
Total charge: +1
Orbital gap, eV: 10.08

=====

Entry b
Computed, not measured: a cluster of 2 separate species, C6H12NO in total, with wB97M-V/def2-TZVPD.

XYZ file:
```
20
C6H12NO wB97M-V/def2-TZVPD
C -0.8001 -1.3649 1.2284
C -0.9446 -0.8113 0.0175
C -0.0727 -0.3625 2.1102
C -0.1400 0.9023 1.3107
C 1.8531 -0.4600 -0.7725
C -0.7616 0.9220 -2.2656
N -0.2425 0.4189 -0.0305
O -0.5715 1.3406 -0.9323
H -0.8002 -2.3418 1.6413
H -1.1366 -1.3715 -0.8740
H -0.5192 -0.2118 3.1698
H 0.9318 -0.6802 2.0823
H -0.9847 1.3978 1.7018
H 0.7945 1.5449 1.4117
H 1.4449 -0.9590 -1.5271
H 2.3359 0.5752 -0.9835
H 1.9813 -0.8817 0.2102
H 0.2075 0.5432 -2.6394
H -1.1040 1.7896 -2.6699
H -1.4713 0.0103 -2.1892
```

Values from the calculation:
Total charge: +1
Orbital gap (alpha / beta), eV: 8.65 / 7.28

=====

Stability ranking, top entry: entry a; the second entry is 75.7 kcal/mol less favorable.

=====

Entry a
Computed, not measured: a cluster of 2 separate species, C4H10N2O3 in total, with wB97M-V/def2-TZVPD.

XYZ file:
```
19
C4H10N2O3 wB97M-V/def2-TZVPD
C 1.2197 1.8630 -1.1586
N 1.4678 0.5303 -0.6860
C 1.2882 -0.0340 0.6139
O 1.9219 -0.3831 -1.6541
O 1.8377 -1.1125 0.8740
H 2.0973 -1.1756 -1.0926
H 1.0689 0.7464 1.3598
H 0.4869 1.7978 -1.9674
H 0.8433 2.4891 -0.3467
H 2.1384 2.2827 -1.5802
C -1.6829 -1.5124 1.4342
C -1.3124 -0.1137 1.0218
O -1.5673 -0.6495 -1.1288
N -1.4373 0.3725 -0.2116
H -1.6189 -0.1819 -1.9810
H -1.4381 0.6443 1.8078
H -1.5377 -2.2401 0.6368
H -1.0546 -1.7893 2.2838
H -2.7211 -1.5340 1.7749
```

Values from the calculation:
SMILES string: CN(O)C=O.C/C=N\O
Orbital gap, eV: 9.35

=====

Entry b
Computed, not measured: a structure of composition C4H10N2O3, with wB97M-V/def2-TZVPD.

XYZ file:
```
19
C4H10N2O3 wB97M-V/def2-TZVPD
C -0.3409 -0.1997 2.3699
C -0.7164 0.3162 1.0085
O -0.9429 -1.0028 0.0695
O -1.5351 1.1934 0.7871
H -1.8714 -0.9279 -0.1988
H -1.2390 -0.5688 2.8660
H 0.0669 0.6319 2.9443
H 0.3983 -0.9939 2.3021
C 1.0389 -1.4279 -1.5493
C 0.0457 -0.3504 -1.3595
N 0.9332 1.9572 0.0690
O 0.7257 0.5568 0.2328
N -0.5281 0.4071 -2.1338
H -0.0076 2.3648 0.0372
H 1.3257 2.0454 -0.8667
H -1.1951 1.0757 -1.7612
H 1.8218 -1.0675 -2.2172
H 1.4714 -1.7187 -0.5972
H 0.5489 -2.2907 -2.0028
```

Values from the calculation:
Orbital gap, eV: 9.82

=====

Stability ranking, top entry: entry b; the second entry is 5.0 kcal/mol less favorable.